(1)
16
Properties=species:S:1:pos:R:3:nbo_charge:R:1 method="wB97M-V/def2-TZVPD" total_energy_ev=-8404.51457 relative_energy_kcal_mol=23.8 mol_weight_g_mol=90.12 max_force_ev_per_a=0.4 smiles=CO[C@@H](C)CO homo_energy_ev=-10.02
C -1.18 -1.06 -1.30 -0.25
O -0.89 0.06 -0.50 -0.56
C 0.37 -0.01 0.16 0.07
C 1.40 0.81 -0.60 -0.63
C 0.12 0.52 1.57 -0.07
O -0.98 -0.12 2.16 -0.71
H -0.41 -1.22 -2.08 0.17
H -1.27 -1.98 -0.70 0.17
H -2.14 -0.86 -1.79 0.20
H 0.68 -1.06 0.24 0.17
H 1.56 0.41 -1.60 0.21
H 2.37 0.81 -0.07 0.21
H 1.06 1.85 -0.69 0.22
H 0.99 0.33 2.21 0.18
H -0.02 1.62 1.52 0.16
H -1.66 -0.09 1.47 0.47



(2)
16
Properties=species:S:1:pos:R:3:nbo_charge:R:1 method="wB97M-V/def2-TZVPD" total_energy_ev=-8402.31458 relative_energy_kcal_mol=74.5 mol_weight_g_mol=90.12 max_force_ev_per_a=1.2 homo_energy_ev=-8.79
C 2.08 0.55 -0.71 -0.25
O 0.67 0.54 -0.54 -0.54
C 0.02 -0.64 -0.63 0.17
C -1.21 -0.78 -0.12 -0.34
C -1.85 0.32 0.70 -0.10
O -2.08 1.50 -0.03 -0.71
H 2.40 -0.14 -1.50 0.18
H 2.36 1.57 -0.99 0.20
H 2.59 0.29 0.23 0.19
H 1.06 -1.10 1.42 -0.05
H 0.59 -1.47 -1.04 0.18
H -1.73 -1.71 -0.31 0.22
H 0.34 -1.23 1.24 0.03
H -2.82 -0.01 1.09 0.19
H -1.21 0.54 1.58 0.16
H -1.22 1.75 -0.40 0.47



(3)
16
Properties=species:S:1:pos:R:3:nbo_charge:R:1 method="wB97M-V/def2-TZVPD" total_energy_ev=-8402.06871 relative_energy_kcal_mol=80.2 mol_weight_g_mol=90.12 max_force_ev_per_a=1.9 homo_energy_ev=-9.78
C -1.74 0.00 0.15 -0.68
C -0.25 0.29 0.14 0.25
O 0.24 -1.46 1.63 -0.97
C 0.32 1.00 -1.05 -0.49
C 1.64 0.28 -0.99 -0.06
O 1.05 -0.92 -0.54 -0.66
H -2.13 -0.40 1.09 0.24
H -2.26 0.96 -0.05 0.24
H -2.00 -0.66 -0.68 0.23
H 0.07 0.69 1.11 0.21
H -0.36 -2.12 1.28 0.46
H 0.30 2.08 -0.96 0.20
H -0.22 0.64 -1.92 0.21
H 2.33 0.70 -0.24 0.16
H 2.18 0.20 -1.94 0.18
H 0.88 -1.36 0.86 0.50



(4)
16
Properties=species:S:1:pos:R:3:nbo_charge:R:1 method="wB97M-V/def2-TZVPD" total_energy_ev=-8403.38846 relative_energy_kcal_mol=49.8 mol_weight_g_mol=90.12 max_force_ev_per_a=5.1 smiles="O=CO.CCC" homo_energy_ev=-11.04
C -1.72 -0.24 0.32 -0.61
C -0.70 -0.42 -0.94 -0.39
C 0.27 -1.60 -1.09 -0.63
H -2.35 -1.14 0.44 0.20
H -2.36 0.63 0.28 0.21
H -1.20 -0.24 1.25 0.20
H -0.23 0.57 -0.85 0.17
H -1.21 -0.40 -2.00 0.20
H 0.41 -2.31 -0.27 0.21
H -0.18 -2.30 -1.78 0.21
H 1.25 -1.30 -1.46 0.22
O 1.40 2.43 2.47 -0.54
C 1.84 1.72 1.67 0.67
O 1.49 1.83 0.38 -0.77
H 2.55 0.73 1.69 0.12
H 0.75 2.05 -0.10 0.51



(5)
17
Properties=species:S:1:pos:R:3:nbo_charge:R:1 method="wB97M-V/def2-TZVPD" total_charge=+1 total_energy_ev=-29094.63777 mol_weight_g_mol=135.08 max_force_ev_per_a=3.8 homo_energy_ev="-10.43 / -10.73"
C -1.07 1.50 -1.20 -0.39
O 0.15 0.78 -1.61 -0.59
C 1.21 0.76 -0.69 -0.09
C 0.85 0.08 0.61 -0.11
O 0.13 -1.11 0.30 -0.62
C -0.09 -1.96 1.41 -0.26
H -1.32 2.18 -2.03 0.22
H -0.87 2.09 -0.30 0.20
H 1.54 1.79 -0.48 0.22
H 2.01 0.19 -1.19 0.21
H 0.22 0.71 1.26 0.20
H 1.77 -0.18 1.17 0.22
H 0.86 -2.42 1.72 0.22
H -0.54 -1.40 2.24 0.21
H -0.77 -2.76 1.09 0.20
H -2.72 0.61 -1.00 -0.26
Sc -1.35 -0.86 -1.30 1.44



(6)
17
Properties=species:S:1:pos:R:3:nbo_charge:R:1 method="wB97M-V/def2-TZVPD" total_energy_ev=-10449.82122 relative_energy_kcal_mol=78.9 mol_weight_g_mol=106.12 max_force_ev_per_a=4.0 smiles="COC(C)=O.CO" homo_energy_ev=-9.13
C -1.78 0.07 0.02 -0.36
C 0.70 0.67 1.81 -0.73
C 0.50 0.56 0.33 0.84
O -2.03 0.65 -1.23 -0.73
O 0.61 1.41 -0.51 -0.59
H -1.29 1.26 -1.41 0.48
H -2.00 0.76 0.84 0.17
H -2.45 -0.78 0.15 0.20
H 0.05 1.45 2.20 0.24
H 0.46 -0.27 2.32 0.25
H 1.75 0.92 1.99 0.26
C 1.27 -1.21 -1.35 -0.27
O 0.75 -0.99 -0.04 -0.63
H -0.73 -0.67 -0.04 0.31
H 0.49 -1.67 -1.97 0.18
H 1.59 -0.29 -1.84 0.20
H 2.12 -1.88 -1.28 0.19



(7)
17
Properties=species:S:1:pos:R:3:nbo_charge:R:1 method="wB97M-V/def2-TZVPD" total_energy_ev=-10451.83778 relative_energy_kcal_mol=32.4 mol_weight_g_mol=106.12 max_force_ev_per_a=1.6 smiles="O=CCCCO.O" homo_energy_ev=-10.15
C 0.82 -0.65 0.35 -0.05
O 2.21 -0.90 0.21 -0.72
C 0.02 -0.54 -0.92 -0.43
C -1.47 -0.34 -0.61 -0.51
C -2.30 -0.23 -1.87 0.46
O -1.87 -0.04 -2.97 -0.51
H 0.76 0.29 0.93 0.16
H 0.44 -1.41 1.04 0.16
H 2.36 -1.31 -0.66 0.47
H 0.17 -1.39 -1.57 0.21
H 0.35 0.38 -1.41 0.22
H -1.82 -1.17 -0.01 0.22
H -1.61 0.59 -0.08 0.23
H -3.39 -0.34 -1.66 0.10
H 2.07 3.10 3.05 0.47
H 1.67 1.62 2.78 0.47
O 1.61 2.34 3.42 -0.94



(8)
17
Properties=species:S:1:pos:R:3:nbo_charge:R:1 method="wB97M-V/def2-TZVPD" total_energy_ev=-10449.99296 relative_energy_kcal_mol=75.0 mol_weight_g_mol=106.12 max_force_ev_per_a=2.6 smiles="C=CC(=C)O.O.O" homo_energy_ev=-8.54
C -0.26 -1.70 -2.33 -0.49
C -0.55 -0.77 -1.44 0.27
O -0.85 -1.10 -0.13 -0.70
C -0.21 0.69 -1.54 -0.25
C 0.81 1.22 -0.87 -0.38
H -0.55 -2.73 -2.19 0.21
H 0.28 -1.40 -3.22 0.20
H -1.38 -0.42 0.30 0.50
H -0.66 1.08 -2.46 0.22
H 1.66 0.65 -0.48 0.21
H 0.86 2.25 -0.51 0.19
H -2.09 1.59 2.08 0.48
H -0.85 1.17 1.38 0.48
O -1.79 0.98 1.41 -0.95
H 2.06 0.65 3.82 0.46
H 3.35 0.65 3.22 0.46
O 2.53 0.16 3.12 -0.92



(9)
17
Properties=species:S:1:pos:R:3:nbo_charge:R:1 method="wB97M-V/def2-TZVPD" total_energy_ev=-10450.97922 relative_energy_kcal_mol=52.2 mol_weight_g_mol=106.12 max_force_ev_per_a=1.7 smiles="C=CC(=C)O.O.O" homo_energy_ev=-8.36
C -0.70 -1.73 1.47 -0.48
C -0.34 -0.68 0.74 0.28
O 0.75 0.07 1.11 -0.71
C -1.09 -0.15 -0.41 -0.25
C -1.07 1.15 -0.69 -0.35
H -0.18 -2.01 2.38 0.20
H -1.52 -2.37 1.18 0.20
H 0.77 0.22 2.04 0.50
H -1.46 -0.85 -1.14 0.21
H -0.55 1.88 -0.08 0.20
H -1.47 1.56 -1.61 0.19
H 1.71 0.87 4.04 0.47
H 1.68 -0.46 4.61 0.48
O 1.66 -0.05 3.75 -0.94
H -0.14 0.80 -5.54 0.47
H 1.11 0.93 -6.38 0.47
O 0.82 0.81 -5.49 -0.93



(10)
17
Properties=species:S:1:pos:R:3:nbo_charge:R:1 method="wB97M-V/def2-TZVPD" total_energy_ev=-10450.86876 relative_energy_kcal_mol=54.8 mol_weight_g_mol=106.12 max_force_ev_per_a=1.6 homo_energy_ev=-8.55
C -1.27 0.37 1.30 -0.37
C -1.39 1.19 0.26 -0.24
C -1.24 0.88 -1.17 -0.31
C -1.08 -0.31 -1.74 0.15
O -1.33 -1.49 -1.06 -0.71
H -1.34 0.76 2.31 0.19
H -1.30 -0.71 1.24 0.21
H -1.19 2.25 0.44 0.20
H -1.25 1.73 -1.84 0.21
H -0.84 -0.41 -2.79 0.16
H -0.50 -1.97 -1.08 0.50
H 2.23 -1.81 0.16 0.48
H 1.86 -1.36 -1.25 0.48
O 1.53 -1.87 -0.50 -0.95
H 1.85 1.01 1.28 0.48
H 2.81 0.49 2.46 0.47
O 2.44 1.24 2.00 -0.96



(11)
17
Properties=species:S:1:pos:R:3:nbo_charge:R:1 method="wB97M-V/def2-TZVPD" total_energy_ev=-10451.30824 relative_energy_kcal_mol=44.6 mol_weight_g_mol=106.12 max_force_ev_per_a=3.1 smiles="O=CCCCO.O" homo_energy_ev=-9.71
O -4.39 -1.27 1.14 -0.52
C -3.29 -1.62 0.80 0.45
C -2.18 -0.68 0.48 -0.52
C -0.73 -1.22 0.49 -0.44
C 0.11 -0.29 -0.43 -0.05
O 0.69 0.75 0.34 -0.73
H -3.03 -2.70 0.65 0.09
H -2.47 -0.30 -0.52 0.23
H -2.31 0.27 1.01 0.24
H -0.44 -1.07 1.52 0.23
H -0.81 -2.21 0.04 0.21
H -0.49 0.27 -1.14 0.18
H 0.80 -0.95 -0.97 0.16
H 1.43 0.48 0.89 0.47
H 5.73 4.01 -0.83 0.47
H 5.95 2.88 -1.80 0.46
O 5.43 3.63 -1.66 -0.93



(12)
17
Properties=species:S:1:pos:R:3:nbo_charge:R:1 method="wB97M-V/def2-TZVPD" total_energy_ev=-10450.99670 relative_energy_kcal_mol=51.8 mol_weight_g_mol=106.12 max_force_ev_per_a=1.8 smiles="C=C/C=C/O.O.O" homo_energy_ev=-8.24
C 2.78 0.41 0.56 -0.41
C 2.06 -0.24 -0.37 -0.20
C 0.73 0.11 -0.88 -0.32
C 0.21 1.32 -0.66 0.18
O -0.93 1.89 -1.16 -0.72
H 3.85 0.23 0.60 0.19
H 2.42 1.16 1.25 0.19
H 2.52 -1.10 -0.83 0.20
H 0.31 -0.67 -1.50 0.21
H 0.91 2.10 -0.36 0.16
H -1.67 1.52 -0.66 0.51
H -2.40 -0.33 0.83 0.50
H -2.42 0.84 1.83 0.47
O -2.59 0.61 0.93 -0.97
H -1.97 -2.92 0.88 0.48
H -1.88 -2.69 -0.65 0.49
O -1.93 -2.23 0.19 -0.96



(13)
17
Properties=species:S:1:pos:R:3:nbo_charge:R:1 method="wB97M-V/def2-TZVPD" total_energy_ev=-10451.19833 relative_energy_kcal_mol=47.2 mol_weight_g_mol=106.12 max_force_ev_per_a=2.8 smiles="C=CC(=C)O.O.O" homo_energy_ev=-8.92
C -0.52 -1.56 1.16 -0.50
C -0.92 -0.58 0.33 0.29
O -0.93 -0.68 -1.02 -0.72
C -1.27 0.71 0.93 -0.27
C -1.82 1.77 0.32 -0.34
H -0.02 -2.43 0.73 0.21
H -0.48 -1.42 2.22 0.21
H -0.18 -0.17 -1.37 0.51
H -1.55 0.59 1.98 0.20
H -1.82 1.83 -0.76 0.20
H -2.27 2.59 0.85 0.20
H 1.51 -1.03 0.35 0.48
H 2.94 -1.48 0.49 0.48
O 2.40 -0.84 0.06 -0.97
H 1.92 0.72 -1.38 0.50
H 1.60 1.35 -2.74 0.48
O 1.40 0.61 -2.16 -0.96



(14)
17
Properties=species:S:1:pos:R:3:mulliken_spin:R:1 method="wB97M-V/def2-TZVPD" total_charge=+1 total_energy_ev=-10440.66683 multiplicity=2 relative_energy_kcal_mol=62.4 mol_weight_g_mol=106.12 max_force_ev_per_a=3.8 homo_energy_ev="-13.99 / -13.98"
O 3.70 -0.07 -0.17 0.65
C 2.75 -0.41 -0.76 0.01
C 1.42 0.32 -0.66 0.11
C 0.51 -0.19 0.45 0.04
C -0.79 0.75 0.56 0.03
O -1.64 -0.05 1.36 0.05
H 2.88 -1.41 -1.26 0.11
H 1.74 1.31 -0.35 0.00
H 0.86 0.46 -1.56 0.00
H 0.09 -1.14 0.63 -0.01
H 1.06 -0.15 1.34 0.00
H -1.20 1.06 -0.33 0.00
H -0.61 1.79 0.94 0.00
H -1.36 -0.19 2.34 0.00
H -2.61 -0.07 -0.75 0.00
H -3.50 -1.36 -0.58 0.00
O -3.28 -0.65 -1.20 0.00



(15)
17
Properties=species:S:1:pos:R:3:mulliken_spin:R:1 method="wB97M-V/def2-TZVPD" total_charge=+1 total_energy_ev=-10443.24685 multiplicity=2 relative_energy_kcal_mol=2.9 mol_weight_g_mol=106.12 max_force_ev_per_a=2.2 homo_energy_ev="-14.08 / -15.88"
C -1.52 1.35 1.34 0.42
C -2.11 0.22 0.80 0.01
C -1.78 -0.38 -0.41 0.23
C -0.74 0.15 -1.16 0.14
O 0.08 -0.41 -1.97 0.12
H -1.87 1.68 2.31 0.02
H -0.55 1.73 1.06 0.03
H -2.62 -0.46 1.48 0.01
H -2.04 -1.43 -0.52 0.00
H -0.49 1.20 -1.04 0.01
H 0.98 0.01 -1.93 0.00
H 2.68 -0.27 -0.54 0.00
H 3.38 0.81 -1.37 0.00
O 2.67 0.15 -1.41 0.00
H 0.53 -1.55 1.03 0.00
H 2.04 -1.74 1.21 0.00
O 1.36 -1.06 1.11 0.00



(16)
18
Properties=species:S:1:pos:R:3:nbo_charge:R:1 method="wB97M-V/def2-TZVPD" total_charge=-1 total_energy_ev=-19741.94538 relative_energy_kcal_mol=38.5 mol_weight_g_mol=137.10 max_force_ev_per_a=4.9 homo_energy_ev=-3.13
C 0.83 -1.25 -1.04 -0.65
C 1.12 0.47 0.82 -0.66
C -2.68 0.75 0.44 -0.46
C 0.48 0.09 -0.50 -0.45
O -2.40 -1.62 -0.66 -1.18
O -1.39 -1.37 1.61 -1.17
O -2.66 1.40 -0.76 -0.74
P -1.71 -0.76 0.32 2.09
H 0.67 -1.19 -2.04 0.20
H 1.85 -1.50 -0.62 0.16
H 0.27 -2.08 -0.54 0.21
H 1.71 1.43 0.84 0.18
H 1.76 -0.37 1.06 0.19
H 0.33 0.48 1.58 0.23
H -3.64 0.44 0.51 0.18
H -2.27 1.34 1.25 0.18
H 0.29 0.89 -1.32 0.19
H -2.75 0.73 -1.47 0.48



(17)
18
Properties=species:S:1:pos:R:3:mulliken_charge:R:1 method="wB97M-V/def2-TZVPD" total_charge=+1 total_energy_ev=-11483.21940 mol_weight_g_mol=195.03 max_force_ev_per_a=5.3 homo_energy_ev=-11.89
C -0.21 1.62 1.58 -0.99
O 0.42 2.23 0.42 -0.35
C 1.63 1.65 0.01 -0.52
C 1.48 0.43 -0.89 -0.21
O 0.93 -0.71 -0.30 -0.66
H -1.25 2.01 1.57 0.27
H 0.25 2.08 2.49 0.32
H 2.26 1.40 0.89 0.31
H 2.18 2.41 -0.56 0.36
H 2.48 0.20 -1.31 0.31
H 0.84 0.74 -1.74 0.26
Y -0.13 -0.65 1.48 1.65
O -1.53 -2.19 0.65 -0.55
H -1.52 -3.12 0.86 0.35
C -1.80 -2.03 -0.95 -0.44
H -1.84 -2.19 -2.03 0.35
H -2.42 -2.94 -0.92 0.28
H -1.79 -0.96 -1.24 0.25



(18)
18
Properties=species:S:1:pos:R:3:nbo_charge:R:1 method="wB97M-V/def2-TZVPD" total_energy_ev=-12497.63687 relative_energy_kcal_mol=68.5 mol_weight_g_mol=122.12 max_force_ev_per_a=6.6 smiles="O=CCCC=O.O.O" homo_energy_ev=-9.67
O 2.04 1.86 -0.74 -0.54
C 1.13 1.24 -1.45 0.42
C -0.24 0.83 -0.70 -0.51
C -0.24 1.00 0.82 -0.57
C -1.41 0.32 1.39 0.45
O -1.43 -0.45 2.40 -0.55
H 1.18 1.05 -2.57 0.13
H -0.93 1.46 -1.20 0.21
H -0.44 -0.21 -0.91 0.27
H -0.05 1.92 1.36 0.25
H 0.63 0.32 1.10 0.28
H -2.33 0.40 0.82 0.11
H 2.05 -1.89 1.75 0.47
H 1.03 -1.30 2.69 0.49
O 1.18 -1.53 1.77 -0.94
H -0.06 -1.50 -2.52 0.47
H -1.25 -2.15 -1.89 0.48
O -0.86 -1.36 -2.13 -0.92



(19)
18
Properties=species:S:1:pos:R:3:nbo_charge:R:1 method="wB97M-V/def2-TZVPD" total_energy_ev=-12492.02642 relative_energy_kcal_mol=197.8 mol_weight_g_mol=122.12 max_force_ev_per_a=8.4 homo_energy_ev=-8.52
C -1.68 -0.45 -0.72 0.09
C -0.29 -0.83 -0.19 -0.52
C 0.76 -0.24 -1.20 -0.05
O 2.16 -0.35 -0.78 -0.66
C -2.43 0.62 -0.23 0.25
O -2.05 1.59 0.59 -0.42
H 0.53 0.80 -1.29 0.20
H -2.12 -0.96 -1.64 0.22
H -0.21 -1.92 0.08 0.30
H -0.20 -0.36 0.80 0.28
H 0.74 -0.58 -2.24 0.18
H -3.31 0.56 -0.62 0.14
H 1.15 2.05 1.56 0.48
H -0.28 1.46 1.25 0.48
O 0.61 1.73 0.81 -0.96
H 2.17 -0.66 0.17 0.50
H 2.63 -1.36 2.03 0.44
O 1.81 -1.08 1.63 -0.95



(20)
19
Properties=species:S:1:pos:R:3:nbo_charge:R:1 method="wB97M-V/def2-TZVPD" total_charge=+1 total_energy_ev=-21778.91484 relative_energy_kcal_mol=94.5 mol_weight_g_mol=153.09 max_force_ev_per_a=4.1 homo_energy_ev=-14.00
C 0.33 2.32 0.85 0.16
C -1.84 -0.30 1.19 0.00
C -0.01 0.53 -1.70 -0.30
C 1.19 -0.46 0.73 -0.40
O 0.24 3.31 0.20 -0.41
O -1.50 -1.56 0.84 -0.66
O -0.90 -0.63 -1.85 -0.78
O 2.31 -0.05 0.06 -0.73
P -0.04 0.66 0.20 1.04
H 0.62 2.31 1.90 0.16
H -1.47 -0.15 2.24 0.23
H -2.70 0.18 0.78 0.22
H -0.46 1.32 -2.15 0.22
H 1.00 0.32 -2.17 0.24
H 0.91 -1.48 0.58 0.25
H 1.37 -0.32 1.81 0.22
H -1.74 -1.67 -0.12 0.52
H -0.90 -0.91 -2.82 0.51
H 2.94 -0.72 -0.24 0.51